{"formula": "C7H10FN", "method": "wB97M-V/def2-TZVPD", "gap_ev": 10.1, "de_lowest_kcal_mol": 0.0, "smiles": "Cc1cccnc1C.F", "energy_ev": -11628.04011, "lumo_ha": 0.02619, "elements": ["C", "C", "C", "C", "C", "N", "C", "C", "H", "H", "H", "H", "H", "H", "H", "H", "H", "F", "H"], "positions_angstrom": [[-1.29716, 1.31108, -0.86393], [-0.78675, 0.15041, -0.16310], [-1.59634, -0.88898, 0.14931], [-1.16411, -2.02972, 0.71118], [0.14590, -2.10347, 1.11770], [1.02447, -1.18342, 0.81805], [0.58790, -0.03275, 0.20968], [1.49467, 1.05297, -0.05595], [-1.15689, 2.18220, -0.21737], [-2.45903, 1.16670, -0.86996], [-0.73546, 1.40907, -1.88469], [-2.66403, -0.74795, -0.09146], [-1.75589, -2.89292, 0.98831], [0.64776, -3.12706, 1.23243], [2.38226, 1.18600, 0.73190], [0.95625, 2.03597, -0.05112], [1.88717, 1.01315, -1.10206], [3.62554, -2.38956, 0.85910], [2.81968, -1.92342, 0.52296]], "forces_ev_per_a": [[-1.444, 0.780, -1.094], [3.016, -1.305, 1.082], [-2.988, 0.442, -0.686], [0.231, -1.734, 1.981], [1.456, -2.895, -1.803], [0.639, 2.758, -1.057], [-1.939, -1.584, 0.873], [2.875, 2.717, 0.492], [0.220, 0.311, -0.519], [2.134, 0.502, -0.886], [-1.540, 0.222, 1.694], [0.464, -0.387, 0.050], [-0.492, 0.244, -0.381], [-1.044, 1.427, 0.908], [-1.850, -0.666, -1.900], [0.388, -0.828, 0.186], [0.127, -0.161, 0.787], [-1.673, 0.943, -0.979], [1.420, -0.786, 1.251]]}